Here is a molecular structure, C48H41N5OP2S4Zr from OMol25. Energies are from ωB97M-V/def2-TZVPD.

Positions of all 102 atoms, in Å:
Zr1 0.73 -0.75 0.69
S1 0.61 2.13 0.66
P1 -0.26 1.56 -1.08
C1 -0.82 -0.03 -0.93
P2 -2.24 -0.33 -0.06
S2 -1.77 -0.55 1.92
C2 -3.01 -1.86 -0.65
C3 -2.51 -2.49 -1.78
C4 -3.09 -3.67 -2.23
C5 -4.16 -4.22 -1.54
C6 -4.66 -3.60 -0.41
C7 -4.09 -2.42 0.04
C8 -3.59 0.88 -0.19
C9 -3.97 1.68 0.88
C10 -4.99 2.61 0.74
C11 -5.63 2.75 -0.49
C12 -5.25 1.96 -1.56
C13 -4.24 1.03 -1.41
C14 1.02 1.57 -2.38
C15 1.16 0.49 -3.24
C16 2.14 0.50 -4.22
C17 2.98 1.60 -4.35
C18 2.84 2.69 -3.49
C19 1.86 2.67 -2.51
C20 -1.41 2.84 -1.69
C21 -1.89 3.83 -0.85
C22 -2.76 4.79 -1.35
C23 -3.15 4.75 -2.68
C24 -2.67 3.75 -3.52
C25 -1.80 2.80 -3.03
H1 -1.66 -2.05 -2.29
H2 -2.69 -4.17 -3.11
H3 -4.60 -5.15 -1.89
H4 -5.49 -4.03 0.13
H5 -4.46 -1.93 0.93
H6 -3.46 1.57 1.83
H7 -5.29 3.22 1.58
H8 -6.42 3.48 -0.61
H9 -5.74 2.07 -2.52
H10 -3.95 0.40 -2.25
H11 0.51 -0.37 -3.10
H12 2.25 -0.35 -4.88
H13 3.74 1.61 -5.12
H14 3.50 3.54 -3.59
H15 1.77 3.51 -1.83
H16 -1.57 3.85 0.18
H17 -3.14 5.56 -0.70
H18 -3.83 5.50 -3.07
H19 -2.96 3.73 -4.56
H20 -1.41 2.02 -3.68
S3 -0.35 -3.07 1.01
C26 0.18 -4.13 -0.27
C27 -0.52 -5.31 -0.52
C28 -0.18 -6.12 -1.59
C29 -0.96 -7.30 -1.85
N1 -1.61 -8.23 -2.04
C30 0.89 -5.77 -2.42
C31 1.60 -4.60 -2.16
C32 1.25 -3.77 -1.10
S4 2.14 -2.31 -0.78
C33 1.27 -6.58 -3.54
N2 1.58 -7.22 -4.44
H21 -1.36 -5.57 0.11
H22 2.43 -4.33 -2.80
C34 -1.68 2.17 4.96
N3 -0.98 0.99 4.41
C35 -1.12 -0.20 5.28
C36 0.44 1.35 4.01
C37 1.40 0.20 4.01
C38 2.20 0.06 5.14
C39 3.14 -0.96 5.23
C40 3.26 -1.85 4.17
C41 2.46 -1.71 3.05
C42 1.50 -0.68 2.91
H23 -2.74 1.94 5.10
H24 -1.58 3.00 4.27
H25 -1.24 2.43 5.92
H26 -1.44 0.75 3.50
H27 -0.62 -0.02 6.22
H28 -0.68 -1.05 4.77
H29 -2.18 -0.38 5.43
H30 0.76 2.13 4.70
H31 0.33 1.77 3.01
H32 2.11 0.77 5.95
H33 3.77 -1.05 6.10
H34 3.99 -2.65 4.22
H35 2.59 -2.42 2.24
N4 7.54 2.01 -1.28
C43 6.75 2.39 -0.24
O1 7.04 3.29 0.52
C44 5.46 1.62 -0.09
C45 4.84 1.61 1.15
C46 3.65 0.93 1.31
N5 3.05 0.26 0.31
C47 3.64 0.29 -0.88
C48 4.84 0.96 -1.13
H36 8.45 2.44 -1.34
H37 7.41 1.12 -1.73
H38 5.28 2.15 1.98
H39 3.16 0.91 2.27
H40 3.15 -0.22 -1.69
H41 5.23 0.97 -2.13

Output
- M (g/mol) = 985.330
- charge = 0


Here is 2 unconnected molecules or ions with the total composition C4H12NO at a distorted geometry from OMol25. Energies are from ωB97M-V/def2-TZVPD.

Positions of all 18 atoms, in Å:
C1 1.00 0.90 0.44
C2 -0.15 0.05 0.89
C3 -1.52 0.67 0.80
C4 -2.50 -0.05 0.25
N1 0.98 0.99 -1.08
H1 1.06 1.90 0.81
H2 1.94 0.47 0.79
H3 -0.08 -0.91 0.37
H4 0.19 -0.34 1.86
H5 -1.63 1.74 0.89
H6 -3.46 0.31 -0.09
H7 -2.50 -1.13 0.28
H8 0.34 0.27 -1.43
H9 0.54 1.86 -1.38
H10 1.90 0.89 -1.49
H11 0.74 -3.04 -0.43
H12 2.05 -2.39 -0.73
O1 1.10 -2.20 -0.75

Output
- M (g/mol) = 90.146
- charge = +1


Here is 6 unconnected molecules or ions with the total composition H12O6 at a distorted geometry from OMol25. Energies are from ωB97M-V/def2-TZVPD.

Positions of all 18 atoms, in Å:
O1 -0.51 1.14 -0.16
H1 -0.57 0.22 -0.23
H2 0.28 1.24 -0.75
O2 1.10 0.82 2.30
H3 0.57 -0.01 2.29
H4 0.71 1.11 1.51
O3 -1.94 3.18 4.14
H5 -2.58 3.97 3.98
H6 -1.56 3.11 3.29
O4 2.54 1.01 -4.51
H7 2.70 1.22 -3.53
H8 1.76 0.47 -4.60
O5 2.29 -2.78 -1.24
H9 2.72 -2.02 -0.95
H10 1.94 -3.22 -0.45
O6 -3.45 -3.37 -0.19
H11 -2.50 -3.52 -0.26
H12 -3.53 -2.56 -0.65

Output
- M (g/mol) = 108.090
- charge = 0
- SMILES string = O.O.O.O.O.O


Here is a molecular structure, C10H16BF4N3O3S3SeW at a distorted geometry from OMol25. Energies are from ωB97M-V/def2-TZVPD.

Positions of all 42 atoms, in Å:
W1 -0.08 -0.38 1.66
C1 -0.07 4.23 0.33
N1 -0.73 3.21 -0.49
C2 -1.49 3.72 -1.63
C3 -0.62 1.94 -0.21
O1 0.07 1.53 0.78
C4 -1.30 0.88 -1.06
O2 -0.92 -0.40 -0.55
C5 -0.15 -1.26 -1.39
C6 1.25 -1.38 -0.79
O3 1.45 -0.73 0.29
N2 2.18 -2.09 -1.36
C7 3.50 -2.25 -0.73
C8 1.96 -2.86 -2.58
H1 -0.83 4.86 0.78
H2 0.56 4.84 -0.32
H3 0.53 3.77 1.10
H4 -2.13 4.53 -1.28
H5 -2.13 2.96 -2.07
H6 -0.80 4.11 -2.38
H7 -1.02 0.98 -2.11
H8 -2.39 0.96 -0.98
H9 -0.11 -0.85 -2.40
H10 -0.64 -2.23 -1.43
H11 3.59 -1.59 0.12
H12 4.26 -2.02 -1.47
H13 3.60 -3.29 -0.42
H14 1.11 -2.49 -3.15
H15 1.80 -3.91 -2.33
H16 2.85 -2.77 -3.21
S1 3.58 -0.84 4.22
C9 2.16 -0.53 3.59
S2 0.77 -1.62 3.42
S3 1.56 0.89 2.73
F1 -0.53 -2.16 1.19
B1 -3.11 -2.70 1.54
F2 -3.43 -3.90 1.12
F3 -2.66 -2.51 2.76
F4 -3.25 -1.67 0.72
Se1 -4.05 1.81 2.97
C10 -2.66 0.94 2.62
N3 -1.66 0.29 2.38

Output
- M (g/mol) = 672.061
- charge = +2


Here is C5H8N2S in the gas phase at a distorted geometry from OMol25. Energies are from ωB97M-V/def2-TZVPD.

Positions of all 16 atoms, in Å:
C1 -0.39 -3.49 2.78
C2 0.15 -2.23 2.55
C3 0.80 -1.76 1.34
N1 0.67 -0.38 0.86
C4 0.15 -0.31 -0.33
N2 0.39 1.01 -0.93
C5 -0.44 1.37 -1.95
S1 -0.61 2.91 -2.07
H1 -0.63 -4.31 2.15
H2 -0.84 -3.49 3.77
H3 -0.14 -1.42 3.50
H4 0.86 -2.41 0.38
H5 1.81 -1.76 1.43
H6 -0.42 -1.23 -0.87
H7 0.98 1.60 -0.39
H8 -0.77 0.59 -2.68

Output
- M (g/mol) = 128.200
- charge = 0
- SMILES string = C=CC/N=C/NC=S


Here is a molecular structure, C2H29HgO13 at a distorted geometry from OMol25. Energies are from ωB97M-V/def2-TZVPD.

Positions of all 45 atoms, in Å:
Hg1 -15.92 2.34 9.50
C1 -14.06 3.30 13.40
C2 -15.05 3.27 12.24
O1 -14.47 2.48 11.27
H1 -13.99 2.32 13.91
H2 -14.53 3.96 14.20
H3 -13.11 3.71 12.95
H4 -15.24 4.23 11.84
H5 -15.94 2.72 12.64
O2 -13.54 1.53 8.77
H6 -13.16 0.64 8.75
H7 -12.77 2.00 8.54
O3 -12.09 1.66 16.24
H8 -12.08 2.34 15.57
H9 -12.54 0.94 15.76
O4 -17.53 1.18 10.79
H10 -18.08 0.49 10.48
H11 -16.95 0.79 11.42
O5 -14.69 4.31 8.96
H12 -14.76 4.94 8.25
H13 -14.34 4.76 9.67
O6 -14.73 7.17 11.98
H14 -15.24 7.40 11.21
H15 -15.06 6.46 12.54
O7 -10.84 3.21 13.64
H16 -11.42 3.40 12.95
H17 -11.11 3.75 14.40
O8 -11.94 3.20 10.86
H18 -11.70 3.30 9.92
H19 -12.88 3.00 10.91
O9 -12.16 4.87 15.55
H20 -11.63 5.67 15.49
H21 -12.76 5.12 16.22
O10 -11.03 5.50 11.75
H22 -10.48 5.38 12.54
H23 -11.30 4.58 11.49
O11 -12.67 0.63 12.59
H24 -13.25 1.34 12.82
H25 -13.19 0.30 11.87
O12 -15.78 0.30 12.76
H26 -15.42 -0.21 13.47
H27 -15.40 1.21 12.73
O13 -17.44 4.19 9.91
H28 -18.03 4.40 10.65
H29 -17.89 4.50 9.13

Output
- M (g/mol) = 461.831
- charge = +1


| no. | orbital gap (eV) | highest occupied orbital energy (eV) | E_LUMO (eV) |
| --- | --- | --- | --- |
| 1 | 7.0 | -7.253 | -0.29 |
| 2 | 10.0 | -13.435 | -3.45 |
| 3 | 10.9 | -11.442 | -0.58 |
| 4 | 6.0 | -14.452 | -8.43 |
| 5 | 8.9 | -8.604 | 0.33 |
| 6 | 6.4 | -12.500 | -6.12 |